[1]
ORCA calculation (ωB97M-V/def2-TZVPD) on a cluster of 2 separate species, C16H24FNO4 in total.

```
! RIJCOSX wB97M-V def2-TZVPD def2/J DEFGRID3
* xyz 0 1
C 1.9521 2.7792 0.0014
C 3.4243 2.4477 -0.3866
C 3.9432 1.0752 0.1956
C 2.8401 0.0300 0.3675
C 2.5487 -0.9712 -0.4944
C 3.3569 -1.1783 -1.7957
C 4.8338 -1.6710 -1.5038
F 3.4676 0.0203 -2.5278
C 1.4079 -1.9434 -0.1320
O 1.4628 -3.1203 -0.3486
C 0.1918 -1.2668 0.5702
N -1.0821 -1.7776 0.2299
C -2.1834 -1.2825 1.0821
C -1.4311 -1.5733 -1.1837
C -1.7621 -0.1517 -1.6943
O -1.4840 -2.5350 -1.8913
C 0.4864 -0.2651 1.4234
C 1.9695 0.0778 1.6528
O 2.4356 0.3339 2.7308
H 1.2396 2.0115 -0.3683
H 1.6353 3.7841 -0.3554
H 1.8649 2.8154 1.1140
H 3.5260 2.4633 -1.4909
H 4.0590 3.2561 0.0428
H 4.7750 0.7489 -0.4566
H 4.3341 1.2990 1.2160
H 2.8975 -1.9624 -2.4363
H 5.0318 -1.4376 -0.4348
H 5.5564 -1.0546 -2.0830
H 4.9486 -2.7531 -1.7034
H -3.1863 -1.5629 0.6756
H -2.1586 -0.1582 1.0371
H -2.0304 -1.5735 2.1393
H -1.8367 -0.2111 -2.7989
H -0.9539 0.5381 -1.3771
H -2.7616 0.1555 -1.3124
H -0.3074 0.2929 1.9421
C -6.0247 1.1387 1.7630
C -5.9032 0.3489 0.4741
O -5.0934 -0.8097 0.6675
H -5.0384 1.4418 2.1197
H -6.6363 2.0312 1.6187
H -6.4770 0.5284 2.5491
H -5.4326 0.9537 -0.3016
H -6.8890 0.0359 0.1172
H -5.5166 -1.3485 1.3474
*
```

The HOMO energy is -9.090 eV.

[2]
ORCA calculation (ωB97M-V/def2-TZVPD) on the ion C4H6N3 with charge +1.

```
! RIJCOSX wB97M-V def2-TZVPD def2/J DEFGRID3
* xyz 1 1
N -2.5966 -0.4353 3.4029
C -1.9215 -0.3584 2.4978
C -1.0084 -0.1531 1.4294
N -1.0841 -0.9676 0.3965
C -0.2430 -0.4680 -0.7040
C 0.6236 0.6579 -0.0030
N 0.0627 0.6437 1.3483
H -1.5069 -1.8485 0.2503
H -0.7382 0.0193 -1.4814
H 0.2208 -1.4106 -1.0868
H 1.6270 0.2924 0.0304
H 0.4443 1.5316 -0.4588
H 0.0958 1.4639 1.9159
*
```

The value obtained for the energy above the lowest of the compared OMol25 structures with the same formula, charge and spin is 1.2206 eV. The HOMO energy is -15.530 eV.

[3]
ORCA calculation (ωB97M-V/def2-TZVPD) on the molecule C6H9N.

```
! RIJCOSX wB97M-V def2-TZVPD def2/J DEFGRID3
* xyz 0 1
C 2.6841 0.7426 1.9268
C 1.7576 0.1035 0.9855
C 0.9954 -0.4244 0.2155
C -0.0005 -1.0198 -0.6914
C -1.3953 -0.4713 -0.4657
C -1.8837 0.7290 -1.1995
N -2.3138 -0.6099 -1.5829
H 2.6607 1.8340 1.8301
H 3.7122 0.4113 1.7488
H 2.4228 0.4922 2.9603
H -0.0090 -2.1120 -0.5689
H 0.2319 -0.8113 -1.7412
H -1.7819 -0.6469 0.5377
H -1.2662 1.1837 -1.9692
H -2.5544 1.4243 -0.6926
H -3.2600 -0.8249 -1.2933
*
```

The value obtained for the energy above the lowest of the compared OMol25 structures with the same formula, charge and spin is 2.8373 eV. The HOMO energy is -9.388 eV.

[4]
ORCA calculation (ωB97M-V/def2-TZVPD) on a cluster of 8 separate species, C34H60FN3O16S9 in total.

```
! RIJCOSX wB97M-V def2-TZVPD def2/J DEFGRID3
* xyz 0 1
O -0.5772 0.2917 -4.0263
S 0.6611 0.0854 -4.6857
O 0.7596 0.1115 -6.0997
F 1.6298 1.1670 -4.0848
N 1.5658 -1.1838 -4.1315
N 1.2637 -2.4425 -4.7330
C 0.1105 -2.8144 -4.9270
S -1.2712 -3.4128 -5.2806
C 1.7412 -1.2683 -2.6958
C 3.0184 -1.0484 -2.2075
C 3.1827 -1.0770 -0.8343
C 2.0719 -1.3045 -0.0477
C 0.8392 -1.5125 -0.6437
N 0.6740 -1.5078 -1.9673
H 3.8331 -0.8376 -2.8858
H 4.1498 -0.8809 -0.3892
H 2.1498 -1.3036 1.0322
H -0.0468 -1.6467 -0.0336
O 0.4002 -6.0277 -4.2646
S 1.3689 -6.9363 -4.8281
O 2.7474 -6.5411 -4.9596
C 1.2491 -8.5045 -3.9738
C 0.1951 -9.2776 -4.7558
C 0.5022 -9.0271 -6.2398
C 0.7423 -7.5222 -6.4127
H 0.9859 -8.3181 -2.9355
H 2.2257 -8.9841 -4.0314
H 0.2147 -10.3325 -4.5019
H -0.7984 -8.8910 -4.5130
H 1.4009 -9.5790 -6.5217
H -0.3071 -9.3682 -6.8841
H 1.4791 -7.2871 -7.1763
H -0.1802 -6.9796 -6.6105
O -1.2615 2.3265 2.0755
S -0.0601 1.7841 1.4819
O 0.2937 0.4006 1.7009
C -0.0667 2.1335 -0.2752
C 0.6027 3.5017 -0.3749
C 1.8015 3.4639 0.5824
C 1.3135 2.8573 1.9012
H -1.0923 2.1067 -0.6362
H 0.5218 1.3562 -0.7644
H 0.9099 3.7220 -1.3961
H -0.1014 4.2743 -0.0551
H 2.5913 2.8445 0.1521
H 2.2062 4.4573 0.7621
H 2.0708 2.2634 2.4073
H 0.9266 3.6208 2.5724
O 3.4011 6.1578 2.0975
S 2.1992 6.7251 2.6584
O 1.0797 5.8762 2.9834
C 2.6424 7.7216 4.0766
C 2.9058 9.1048 3.4901
C 1.7816 9.3508 2.4737
C 1.6545 8.0857 1.6155
H 3.5027 7.2696 4.5641
H 1.7850 7.7256 4.7496
H 2.9224 9.8662 4.2679
H 3.8749 9.1163 2.9868
H 0.8449 9.5322 3.0033
H 1.9817 10.2219 1.8522
H 0.6334 7.8847 1.3017
H 2.3128 8.1062 0.7492
O -6.6628 -0.1318 4.8854
S -6.5628 0.7827 3.7746
O -7.7054 1.0241 2.9305
C -5.9094 2.3405 4.3778
C -4.3986 2.1796 4.2525
C -4.1501 1.5131 2.8989
C -5.1306 0.3399 2.7761
H -6.2657 2.5035 5.3924
H -6.2855 3.1220 3.7178
H -3.8808 3.1352 4.3073
H -4.0219 1.5432 5.0570
H -4.3337 2.2371 2.1033
H -3.1209 1.1854 2.8022
H -5.4640 0.1633 1.7570
H -4.7240 -0.5781 3.1962
O -1.0707 7.6798 5.9492
S -2.2763 6.9527 5.6369
O -2.9727 7.1965 4.4005
C -1.9619 5.2017 5.8365
C -2.2876 4.9247 7.2997
C -3.5846 5.6916 7.5939
C -3.4181 7.1053 7.0225
H -0.9300 4.9962 5.5620
H -2.6385 4.6729 5.1684
H -2.3963 3.8571 7.4850
H -1.4821 5.2965 7.9363
H -4.4230 5.1916 7.1049
H -3.8009 5.7260 8.6605
H -4.3471 7.5280 6.6493
H -2.9626 7.7865 7.7383
O 3.2616 4.0109 -2.3120
S 4.2591 3.0754 -2.7695
O 4.3345 1.7578 -2.1875
C 4.1718 2.9590 -4.5540
C 5.1153 4.0523 -5.0434
C 6.3604 3.9683 -4.1490
C 5.8745 3.8676 -2.6976
H 3.1377 3.0872 -4.8618
H 4.5247 1.9662 -4.8322
H 5.3616 3.9183 -6.0953
H 4.6403 5.0291 -4.9312
H 6.9359 3.0779 -4.4086
H 7.0124 4.8301 -4.2812
H 6.5223 3.2604 -2.0709
H 5.7296 4.8457 -2.2435
O -0.8481 -11.1042 -0.2605
S -1.2031 -11.6956 -1.5236
O -0.2739 -11.6563 -2.6267
C -1.7532 -13.3762 -1.2436
C -3.2521 -13.2404 -0.9970
C -3.7627 -12.2404 -2.0443
C -2.8002 -11.0465 -2.0431
H -1.1959 -13.7881 -0.4060
H -1.5428 -13.9424 -2.1505
H -3.7547 -14.2029 -1.0769
H -3.4284 -12.8514 0.0077
H -3.7653 -12.7125 -3.0285
H -4.7807 -11.9181 -1.8327
H -2.6808 -10.5920 -3.0233
H -3.0856 -10.2883 -1.3167
*
```

The value obtained for the energy above the lowest of the compared OMol25 structures with the same formula, charge and spin is 0.0000 eV. The HOMO energy is -9.026 eV.

Number 1: maximum force 1.69 eV/A. Number 2: maximum force 5.25 eV/A. Number 3: maximum force 0.48 eV/A. Number 4: maximum force 0.59 eV/A.